Record 1
18
Properties=species:S:1:pos:R:3 method="wB97M-V/def2-TZVPD" lumo_energy_ev="4.36 / 4.19" charge=-1 spin_multiplicity=2 orbital_gap_ev="3.07 / 9.63" s2=0.751 fmax_ha_per_bohr=0.01799
N -2.1276 0.2467 1.1044
C -2.0684 0.2418 -0.3797
N -1.9202 -1.1326 -0.8592
H -2.9012 -0.3797 1.2966
H -2.3527 1.1752 1.4518
H -1.2161 0.8524 -0.6899
H -3.0030 0.6650 -0.7531
H -1.5520 -1.6831 -0.1042
H -1.2091 -1.1235 -1.5919
N 2.8689 -0.5139 -0.5059
C 2.0711 0.6753 -0.2312
N 1.2151 0.5492 0.9419
H 2.1905 -1.2707 -0.6370
H 3.3466 -0.4762 -1.4078
H 1.5318 0.9910 -1.1280
H 2.7084 1.5304 0.0348
H 1.8531 0.4394 1.7136
H 0.6587 -0.3045 0.8905

=====

Record 2
19
Properties=species:S:1:pos:R:3 method="wB97M-V/def2-TZVPD" lumo_energy_ev=0.69 orbital_gap_ev=7.93 fmax_ha_per_bohr=0.11234
C 1.6556 1.4000 -0.6433
C 0.8587 0.5168 0.2603
O 1.6067 -1.3253 -0.9059
O 0.6419 1.0372 1.4875
N 0.9705 -0.8426 0.2989
H 2.0948 -2.0913 -0.5856
H 0.5181 0.2840 2.0868
H 1.4342 2.4449 -0.4393
H 2.7139 1.1938 -0.4584
H 1.4466 1.1662 -1.6831
C -1.8255 -1.2154 0.8230
C -1.1670 -0.5862 -0.3555
C -1.2099 0.7852 -0.5857
H -0.8983 -1.2490 -1.1702
H -2.8559 -1.4643 0.5461
H -1.8673 -0.5254 1.6673
H -1.3081 -2.1227 1.1299
H -1.0989 1.1608 -1.5926
H -1.7103 1.4333 0.1199

=====

Record 3
16
Properties=species:S:1:pos:R:3 method="wB97M-V/def2-TZVPD" lumo_energy_ev=0.73 orbital_gap_ev=9.36 fmax_ha_per_bohr=0.09581
C -0.1922 0.3032 -0.0195
C -1.0080 0.1983 -1.2760
C -1.2158 -0.1108 1.0368
C 1.1050 -0.2561 -0.3491
C 1.4291 -1.5192 0.0490
H 0.4204 1.8510 1.3046
H 1.0936 1.8359 -0.4337
H -1.1119 1.3048 -1.6921
H -0.5263 -0.5663 -1.9181
H -1.3850 0.5590 2.0407
H -0.9243 -1.1942 1.4430
H 1.5143 0.3072 -1.2466
H 2.1373 -2.3596 -0.0622
H 0.9358 -1.6375 1.0013
N 0.2036 1.7671 0.2611
S -2.4756 -0.4828 -0.1392

=====

Record 4
22
Properties=species:S:1:pos:R:3 method="wB97M-V/def2-TZVPD" lumo_energy_ev=-9.51 charge=+2 smiles="CC[C@]1(C)NC=[NH+]C1=[NH2+]" orbital_gap_ev=10.05 fmax_ha_per_bohr=0.14498
C -1.5298 -0.2233 -1.8392
C 0.5966 -0.7636 -1.0755
C -0.2199 -0.6740 1.4044
C -0.0843 0.0310 -0.0868
C -0.4253 0.5808 2.3344
C 0.8341 1.0878 -0.0968
N -1.4657 0.0893 -0.5703
N -0.3659 -0.7704 -2.1032
N 1.8336 -0.8389 -1.1024
H -2.2920 -0.1444 -2.6816
H -1.2791 -1.1373 1.2804
H 0.5005 -1.2753 1.8113
H 0.5206 0.9721 2.5410
H -0.6493 0.1971 3.2897
H -1.2600 1.3725 2.1470
H 1.2715 1.4246 -1.0535
H 1.6074 0.7734 0.5721
H 0.2383 1.8788 0.3601
H -2.2262 0.4928 0.1036
H -0.2557 -1.1439 -3.1377
H 2.3410 -0.7192 -0.2789
H 2.3096 -1.2099 -1.8181

=====

Record 5
100
Properties=species:S:1:pos:R:3 method="wB97M-V/def2-TZVPD" lumo_energy_ev=0.31 smiles="CCB(O)[C@]1(CCCCS(=O)(=O)Cl)CCCOS1(=O)=O.O=S1(=O)CCCC1.O=S1(=O)CCCC1.O=S1(=O)CCCC1.O=S1(=O)CCCC1" orbital_gap_ev=10.12 fmax_ha_per_bohr=0.04007
C 1.7866 -0.6388 -1.1733
C 2.2757 0.6413 -0.4228
B 2.7344 0.1800 0.9891
O 4.0023 -0.3822 1.0947
C 1.9214 0.3123 2.3715
C 2.3472 1.5333 3.2067
C 3.8641 1.6831 3.3259
C 4.1731 2.5645 4.5427
C 4.3749 1.7274 5.8073
S 6.0793 1.3329 6.1949
O 6.4893 0.1861 5.4716
O 6.1550 1.1962 7.6066
Cl 7.2387 2.9079 5.6185
C 2.2390 -0.9531 3.2148
C 1.7094 -2.2574 2.6293
C 0.4039 -2.1246 1.8736
O -0.4673 -1.1086 2.4104
S 0.1181 0.3674 2.2546
O -0.3426 0.9847 1.0573
O -0.3370 1.0464 3.4217
H 2.3067 -0.7029 -2.1195
H 2.0532 -1.5165 -0.6038
H 0.7188 -0.6244 -1.3608
H 1.5641 1.4571 -0.4431
H 3.1637 0.9944 -0.9409
H 3.9740 -1.3341 0.9054
H 1.9398 2.4388 2.7689
H 1.9430 1.4039 4.2031
H 4.3732 0.7388 3.4782
H 4.2857 2.1224 2.4278
H 5.0308 3.1917 4.3422
H 3.3412 3.2232 4.7642
H 3.9952 2.2663 6.6642
H 3.8752 0.7684 5.7309
H 3.2962 -1.0388 3.4192
H 1.7465 -0.7832 4.1714
H 1.5561 -2.9330 3.4649
H 2.4202 -2.7440 1.9658
H -0.1375 -3.0573 1.8997
H 0.5986 -1.8784 0.8341
C -4.5873 3.9347 -0.7682
C -4.2351 3.2264 0.5465
C -2.7231 3.3738 0.7582
S -2.2521 4.8951 -0.0696
O -1.3820 4.5750 -1.1744
O -1.8897 5.8856 0.9189
C -3.8729 5.2807 -0.7180
H -5.6627 4.0601 -0.8855
H -4.2208 3.3491 -1.6147
H -4.7710 3.7031 1.3697
H -4.5254 2.1769 0.5308
H -2.4617 3.4475 1.8104
H -2.1686 2.5587 0.2988
H -3.7770 5.7566 -1.6908
H -4.3580 5.9574 -0.0167
C -0.2898 -4.6174 -3.9797
C 0.2388 -5.8908 -3.3083
C 1.5814 -5.5427 -2.6581
S 1.5022 -3.7942 -2.2583
O 2.4766 -3.0944 -3.0550
O 1.4393 -3.6448 -0.8206
C -0.1193 -3.5004 -2.9534
H -1.3304 -4.7208 -4.2843
H 0.3024 -4.3983 -4.8707
H -0.4678 -6.2193 -2.5422
H 0.3567 -6.7041 -4.0188
H 1.7545 -6.1059 -1.7450
H 2.4124 -5.6875 -3.3459
H -0.1543 -2.5017 -3.3829
H -0.8459 -3.5875 -2.1458
C -2.9881 10.3241 1.9940
C -4.1856 10.7921 2.8324
C -5.4250 10.0528 2.3129
S -4.8299 8.4968 1.6367
O -5.0661 8.4925 0.2129
O -5.2668 7.4103 2.4779
C -3.0924 8.8029 1.9257
H -2.0415 10.6375 2.4310
H -3.0527 10.7473 0.9892
H -4.0169 10.5370 3.8804
H -4.3224 11.8712 2.7770
H -6.1402 9.8421 3.1036
H -5.9129 10.5980 1.5074
H -2.5048 8.3605 1.1255
H -2.8302 8.3448 2.8782
C -0.1298 -11.1696 -6.5281
C -1.3059 -10.2326 -6.8347
C -1.2221 -9.0556 -5.8537
S 0.5170 -8.8757 -5.4379
O 0.6909 -9.1722 -4.0378
O 1.0282 -7.6566 -6.0153
C 1.0958 -10.2703 -6.3951
H 0.0076 -11.9158 -7.3085
H -0.3100 -11.6945 -5.5877
H -1.2207 -9.8651 -7.8589
H -2.2630 -10.7443 -6.7500
H -1.5765 -8.1272 -6.2944
H -1.7627 -9.2588 -4.9313
H 1.9291 -10.7417 -5.8798
H 1.4183 -9.8923 -7.3647

=====

Record 6
13
Properties=species:S:1:pos:R:3 method="wB97M-V/def2-TZVPD" lumo_energy_ev=0.81 smiles=Fc1cc2n(n1)CC2 orbital_gap_ev=10.21 fmax_ha_per_bohr=0.06811
C 1.0669 -0.6029 -1.6931
C -0.2818 -0.9524 -1.3510
C -0.5038 -0.2044 -0.2504
C -1.2456 0.1942 1.0637
C 0.2574 0.7827 1.4421
H -0.8810 -1.4332 -1.9923
H -1.5580 -0.6505 1.7684
H -1.9667 1.0951 0.9322
H 0.9555 0.1713 2.0254
H 0.2636 1.8876 1.7145
N 0.5789 0.5229 -0.0214
N 1.5984 0.2273 -0.8367
F 1.7162 -1.0377 -2.8013

=====

Record 7
20
Properties=species:S:1:pos:R:3 method="wB97M-V/def2-TZVPD" lumo_energy_ev=-3.60 charge=+1 orbital_gap_ev=9.24 fmax_ha_per_bohr=0.10556
C 2.2850 1.1528 -0.7034
C 1.8079 0.0500 -1.3377
C 1.9294 1.5101 0.5830
C 0.0960 -1.9217 -0.9740
C 1.1140 0.6461 1.3220
C -0.7209 -2.1121 0.1249
C 0.9010 -0.7583 -0.6729
C -3.6359 0.9444 0.0552
N -0.4024 -1.2374 1.1094
N -4.5978 1.5312 -0.3020
N 0.5734 -0.3622 0.6980
O -2.7176 0.3782 0.4935
H 2.8416 1.9679 -1.2133
H 1.9860 -0.4020 -2.3699
H 2.5754 2.2950 0.9797
H 0.1104 -2.5136 -1.8831
H 0.5391 0.8609 2.2164
H -1.6094 -2.8282 0.0231
H -1.0864 -1.2147 1.8960
H -5.0464 2.0087 -1.0364